1.
ORCA calculation (ωB97M-V/def2-TZVPD) on 5 unconnected molecules or ions with the total composition C25H60Br2FINO19P6 at a distorted geometry.

Last column: Mulliken charge in e.
Atoms and positions in Å:
C 2.256 -0.893 2.617  -0.82
C 3.395 -0.002 3.047  -0.47
O 2.905 0.913 4.036  -0.34
C 2.941 2.259 3.624  -0.63
C 2.091 3.073 4.609  -1.00
C 1.408 4.298 3.975  -0.62
C -0.038 4.487 4.490  -1.17
C -1.077 4.847 3.422  -0.72
C -1.411 3.757 2.403  -0.30
I -0.422 4.069 0.469  0.26
C -1.199 2.287 2.785  -0.91
N -2.085 1.567 1.820  0.63
P -2.194 -0.188 1.476  0.29
O -0.861 -0.274 0.574  -0.41
Br -1.748 -1.135 3.423  -0.18
C -2.837 2.401 1.167  -0.21
P -3.669 2.262 -0.474  0.36
O -3.236 0.841 -1.094  -0.53
Br -5.797 1.990 -0.031  -0.17
C -2.907 3.677 1.976  0.12
C -4.005 3.785 3.037  0.34
C -4.166 2.636 4.005  -1.39
F -5.190 3.920 2.322  -0.32
H 1.856 -1.429 3.472  0.26
H 1.465 -0.318 2.145  0.14
H 2.635 -1.622 1.899  0.44
H 4.126 -0.634 3.547  0.28
H 3.849 0.529 2.212  0.37
H 3.971 2.629 3.643  0.38
H 2.581 2.387 2.594  0.34
H 2.752 3.352 5.426  0.53
H 1.375 2.365 5.025  0.42
H 1.457 4.268 2.889  0.35
H 1.972 5.172 4.293  0.51
H -0.024 5.332 5.177  0.59
H -0.396 3.642 5.075  0.49
H -1.985 5.170 3.930  0.21
H -0.740 5.715 2.860  0.43
H -1.535 1.989 3.778  0.55
H -0.176 1.914 2.736  0.12
H -0.576 -1.199 0.509  0.34
H -2.622 0.969 -1.829  0.38
H -3.126 4.500 1.295  0.70
H -3.905 4.700 3.614  0.34
H -5.110 2.747 4.530  0.51
H -4.134 1.660 3.527  0.24
H -3.390 2.663 4.768  0.29
C 7.765 -5.754 3.528  -0.63
O 6.955 -4.616 3.907  -0.33
P 5.345 -4.784 3.933  0.89
O 4.810 -3.421 4.017  -0.51
O 5.337 -5.582 5.346  -0.33
C 5.591 -4.845 6.542  -0.63
O 4.162 -5.724 3.353  -0.29
C 4.492 -6.808 2.452  -0.64
H 8.808 -5.485 3.661  0.22
H 7.540 -6.614 4.162  0.34
H 7.598 -6.009 2.482  0.29
H 5.451 -3.775 6.391  0.29
H 6.611 -5.031 6.884  0.25
H 4.895 -5.197 7.300  0.22
H 5.178 -7.512 2.925  0.32
H 4.935 -6.426 1.531  0.31
H 3.569 -7.326 2.210  0.25
C 12.667 -6.327 -2.450  -0.65
O 11.386 -6.770 -1.950  -0.34
P 11.086 -6.719 -0.343  1.09
O 9.878 -7.560 -0.279  -0.73
O 10.780 -5.134 -0.275  -0.30
C 9.589 -4.656 -0.899  -0.70
O 11.632 -6.814 1.188  -0.24
C 13.056 -6.843 1.448  -0.69
H 12.621 -6.353 -3.535  0.25
H 12.878 -5.305 -2.128  0.32
H 13.464 -6.992 -2.116  0.28
H 8.878 -5.464 -1.073  0.35
H 9.833 -4.178 -1.849  0.25
H 9.144 -3.918 -0.235  0.24
H 13.544 -5.947 1.060  0.33
H 13.510 -7.731 1.007  0.32
H 13.192 -6.878 2.525  0.23
C -7.954 4.694 -2.174  -0.54
O -8.029 5.871 -2.996  -0.35
P -6.798 6.210 -4.005  0.88
O -7.000 7.596 -4.417  -0.71
O -7.189 5.108 -5.111  -0.22
C -8.314 5.386 -5.962  -0.62
O -5.205 5.907 -4.139  -0.35
C -4.553 5.086 -3.161  -0.64
H -8.902 4.596 -1.654  0.33
H -7.792 3.804 -2.788  0.30
H -7.154 4.786 -1.436  0.18
H -8.568 6.445 -5.954  0.37
H -9.175 4.805 -5.632  0.24
H -8.063 5.083 -6.974  0.19
H -5.007 4.091 -3.117  0.27
H -4.605 5.554 -2.174  0.33
H -3.509 4.988 -3.448  0.34
C -10.260 -0.422 -5.732  -0.69
O -10.102 0.706 -6.613  -0.36
P -8.681 0.904 -7.446  1.24
O -8.889 2.307 -7.859  -0.70
O -9.088 -0.230 -8.533  -0.34
C -10.219 0.017 -9.373  -0.66
O -7.092 0.744 -7.875  -0.33
C -6.194 -0.030 -7.058  -0.66
H -11.284 -0.414 -5.370  0.26
H -10.080 -1.359 -6.265  0.33
H -9.585 -0.347 -4.879  0.27
H -10.478 1.075 -9.392  0.34
H -11.076 -0.561 -9.024  0.24
H -9.956 -0.309 -10.377  0.24
H -6.535 -1.064 -6.969  0.31
H -6.097 0.413 -6.064  0.28
H -5.221 -0.022 -7.542  0.25

Force components x, y, z for each atom (eV/Å):
0.21 -0.14 -0.41
-0.26 -0.34 0.89
0.00 0.16 -0.41
0.04 0.30 0.38
0.41 -0.39 -0.61
-0.07 -0.26 0.97
0.04 0.58 -0.37
0.43 -0.05 -0.05
-0.90 -0.51 0.31
0.36 0.09 0.21
0.31 -0.57 0.31
0.90 -0.02 -0.38
-1.07 -0.40 -0.70
0.30 -0.15 0.55
0.38 0.45 0.04
-1.51 -0.86 1.75
-0.05 1.08 -0.85
0.12 -0.38 0.42
0.25 -0.25 0.25
0.74 1.63 -1.46
-0.37 -0.86 0.38
0.18 -0.01 0.18
-0.09 0.04 -0.12
-0.03 -0.04 0.09
-0.22 0.16 -0.10
-0.09 -0.11 -0.01
0.32 0.07 -0.17
0.09 0.05 -0.06
0.10 0.01 -0.15
-0.18 -0.17 -0.04
-0.18 0.17 0.21
-0.22 0.05 -0.02
-0.07 -0.14 -0.13
0.04 0.20 -0.30
-0.15 -0.03 0.18
0.12 -0.21 -0.01
-0.13 -0.12 0.00
0.03 0.15 0.06
-0.15 0.48 0.20
0.05 -0.01 -0.39
0.28 0.06 -0.20
0.01 -0.03 -0.12
-0.02 0.13 0.03
0.30 0.21 -0.20
-0.14 -0.02 -0.05
-0.15 -0.07 -0.08
0.10 0.05 0.02
0.06 -0.11 0.10
-0.39 -1.14 -2.50
-1.44 1.35 4.87
0.02 0.25 -0.71
-0.48 0.02 0.04
0.32 -0.09 0.08
2.09 -0.37 -2.05
-0.04 -0.06 0.04
-0.04 0.15 0.02
-0.04 0.04 0.02
0.09 -0.02 -0.01
-0.03 -0.01 -0.07
0.01 0.02 0.00
-0.02 -0.03 -0.02
-0.04 0.01 0.02
-0.03 -0.02 0.00
-0.05 0.06 0.07
-0.08 0.19 -0.09
2.74 -0.61 1.16
-5.92 1.00 0.33
0.17 -0.28 -0.01
0.48 -0.01 0.48
0.02 0.16 -0.34
2.68 -0.38 -1.69
-0.01 0.10 0.07
-0.08 -0.04 0.00
-0.03 -0.01 0.01
0.00 -0.02 -0.05
0.06 -0.07 0.04
0.00 -0.02 -0.01
0.05 0.00 0.04
-0.02 0.01 0.04
-0.01 -0.01 0.04
-0.10 0.00 0.01
-0.13 -0.07 -0.14
2.11 -0.39 1.60
-1.82 0.76 -4.47
0.16 0.32 0.54
0.38 0.08 -0.10
-0.40 -0.16 0.00
-0.50 -0.65 2.60
-0.06 0.02 -0.03
-0.03 0.07 -0.03
0.00 0.03 -0.02
-0.04 -0.01 0.03
0.11 0.03 0.08
0.01 -0.02 0.01
0.11 -0.10 0.05
0.04 0.01 -0.03
0.08 -0.06 0.01
-0.02 0.05 -0.08
-0.16 -0.09 -0.19
2.09 -0.94 2.37
-2.60 2.34 -6.01
0.20 0.20 0.63
0.52 -0.19 -0.01
-0.35 -0.19 0.15
0.18 -1.20 3.28
0.00 -0.03 -0.15
-0.02 0.08 -0.04
0.01 0.02 -0.01
-0.05 -0.01 0.04
0.08 0.03 0.05
-0.02 0.02 0.01
0.07 -0.02 0.02
0.04 -0.01 -0.03
0.05 0.00 -0.02
-0.03 0.05 -0.07

As for the largest force on an atom: 6.96 eV/A. For the gap between HOMO and LUMO, the calculation gives 6.31 eV. Its charge is +1. The calculation puts the LUMO energy at -4.96 eV. The value obtained for the HOMO energy is -11.27 eV. The spin multiplicity is 1. The energy relative to the best compared isomer or geometry (same formula, charge and spin) comes out at 0.0 kcal per mole. For the total energy, the calculation gives -10066.4717 hartree.

=====

2.
ORCA calculation (ωB97M-V/def2-TZVPD) on C10H11NO in the gas phase at a distorted geometry.

Last column: Mulliken charge in e.
Atoms and positions in Å:
C -2.001 1.870 0.060  -0.46
C -0.609 1.579 0.024  -0.16
C -2.920 0.887 -0.036  -0.43
C -0.052 0.334 0.076  -0.16
C -0.666 -2.172 -0.042  0.33
C -2.658 -0.521 -0.350  -0.43
C 0.823 -1.913 0.105  -0.52
C 2.511 0.068 0.646  -1.12
C 2.274 0.160 -0.841  -0.84
C 1.197 -0.405 0.051  1.28
N -1.309 -0.937 0.081  -0.12
O -1.282 -3.211 -0.079  -0.64
H -2.416 2.871 0.216  0.35
H 0.017 2.411 -0.220  0.37
H -4.027 1.185 0.004  0.25
H -3.258 -1.298 0.143  0.38
H -2.926 -0.483 -1.432  0.23
H 1.249 -2.154 1.076  0.28
H 1.404 -2.495 -0.714  0.26
H 3.189 -0.639 0.884  0.36
H 2.609 0.892 1.312  0.28
H 2.067 0.999 -1.516  0.27
H 2.996 -0.469 -1.445  0.22

Force components x, y, z for each atom (eV/Å):
-2.49 -1.18 0.31
2.46 -1.71 -0.43
-1.77 1.94 1.01
-5.41 -0.91 0.00
-1.37 2.12 1.19
0.71 -1.43 0.22
2.34 -0.42 -1.32
-2.27 2.43 -1.33
1.59 -0.67 -1.62
0.02 -0.92 -0.99
3.86 3.57 -0.94
0.59 -0.46 -0.52
0.70 -0.22 -0.15
0.75 0.41 0.38
1.71 -0.51 -0.07
-0.67 0.68 -0.25
0.78 -1.08 0.05
-0.52 -1.07 0.08
-0.99 0.83 1.46
1.89 -2.59 0.69
-0.49 0.84 0.18
-0.17 0.33 1.15
-1.26 0.03 0.90

As for the largest force on an atom: 5.49 eV/A. For the gap between HOMO and LUMO, the calculation gives 8.65 eV. The calculation puts the LUMO energy at 0.64 eV. Its SMILES is O=C1CC2(CC2)C2=CC=CCN12. The value obtained for the HOMO energy is -8.00 eV. The spin multiplicity is 1. The energy relative to the best compared isomer or geometry (same formula, charge and spin) comes out at 98.6 kcal per mole. For the total energy, the calculation gives -517.5154 hartree.

=====

The lowest largest force on an atom belongs to which entry?
C10H11NO

=====

Which value of gap between HOMO and LUMO does entry 1 give?
6.31 eV